DFT (the ωB97M-V functional and the def2-TZVPD basis) results for a 2-piece molecular cluster, C4H13N2OS overall.

Last columns: bonded neighbours and bond lengths (Å).
Atoms and positions in Å:
1 C -0.614 -0.978 -1.043  N2 1.504, C5 1.606, H8 1.112, H9 1.135
2 N -1.103 -0.984 0.379  C1 1.504, C3 1.450, H10 1.079
3 C -0.025 -1.510 1.195  N2 1.450, N4 1.455, H11 1.207, H12 1.107
4 N 1.300 -0.918 1.096  C3 1.455, H13 1.021, H14 0.950
5 C -1.235 0.248 -1.874  C1 1.606, C6 1.529, H15 1.155, H16 1.102
6 C -0.422 1.528 -2.073  C5 1.529, S7 1.850, H17 1.052, H18 1.091
7 S -0.050 2.386 -0.476  C6 1.850
8 H 0.494 -1.071 -1.012  C1 1.112
9 H -1.138 -1.804 -1.619  C1 1.135
10 H -1.262 0.072 0.531  N2 1.079
11 H 0.187 -2.651 0.865  C3 1.207
12 H -0.410 -1.513 2.233  C3 1.107
13 H 1.903 -1.241 1.855  N4 1.021
14 H 1.101 0.007 1.004  N4 0.950
15 H -2.149 0.637 -1.285  C5 1.155
16 H -1.610 -0.104 -2.848  C5 1.102
17 H 0.540 1.310 -2.440  C6 1.052
18 H -1.017 2.223 -2.667  C6 1.091
19 H 1.512 1.298 2.047  O21 1.040
20 H 2.392 1.805 3.051  O21 0.957
21 O 1.606 1.259 3.082  H19 1.040, H20 0.957

Properties
net charge	-1
HOMO-LUMO gap	6.46	eV
highest occupied orbital energy	-0.1042	Ha
energy above the lowest of the compared OMol25 structures with the same formula, charge and spin	159.34	kJ/mol